Formula: C32H86N5O13P2
Source: the Open Molecules 2025 dataset
Level of theory: the ωB97M-V functional and the def2-TZVPD basis

Results
* E: -3205.2268 Ha
* E_LUMO: 0.07523 Ha
* HOMO-LUMO gap: 6.338 eV
* HOMO energy: -4.29 eV
* net charge: -1
* energy relative to the best compared isomer or geometry (same formula, charge and spin): 0.0 kcal per mole

Geometry as XYZ:
```
138
Properties=species:S:1:pos:R:3:forces:R:3:lowdin_charge:R:1
C 0.220894 -0.457478 0.560760 0.06 -0.08 0.14 -0.206
C -0.310510 -0.038723 -0.797680 -0.05 0.01 0.00 -0.486
P 0.475162 -0.970970 -2.262635 -0.18 -0.30 0.07 0.297
P 2.259838 0.666612 -2.523547 0.05 0.01 -0.05 0.430
O 2.891349 0.671695 -3.872946 0.03 0.05 0.09 -0.394
O 1.762358 2.208572 -2.090672 0.11 -0.10 -0.05 -0.257
O 3.466613 0.536259 -1.411314 0.19 0.10 -0.17 -0.228
H 1.307731 -0.321184 0.630333 -0.07 0.04 -0.05 0.045
H 0.041160 -1.521422 0.751974 -0.02 0.07 -0.07 0.058
H -0.231748 0.106640 1.385392 0.01 -0.01 -0.05 0.045
H -1.379357 -0.269423 -0.888518 0.04 0.06 0.02 0.053
H -0.182907 1.036226 -0.951938 0.01 -0.04 0.00 0.032
H -0.298145 -0.094457 -3.186629 0.03 -0.01 0.04 -0.049
H 1.148071 -1.566781 -3.403419 -0.02 0.01 0.00 -0.088
H 1.350708 -1.721318 -1.344784 0.03 0.06 -0.07 -0.049
H -0.544690 -2.008639 -2.244066 0.01 0.05 0.04 -0.062
H 0.930661 2.363742 -2.551548 -0.08 0.11 -0.02 0.038
H 3.153583 0.686096 -0.515765 -0.13 -0.10 0.10 0.010
C -2.904821 -4.979216 -3.079208 0.08 -0.09 0.06 -0.131
O -2.610983 -3.639183 -3.381180 -0.12 0.04 -0.08 -0.210
C -1.829144 -3.457082 -4.558698 0.01 0.01 -0.09 -0.213
C -2.618410 -2.675474 -5.585742 0.01 0.03 0.03 -0.210
N -3.788287 -3.421208 -6.026972 -0.04 0.00 0.08 -0.054
C -4.703626 -2.680828 -6.879791 0.00 0.01 -0.05 -0.211
C -5.365729 -1.432368 -6.302663 0.01 -0.01 0.02 -0.229
O -6.259784 -1.699888 -5.235321 0.02 -0.04 -0.01 -0.186
C -5.677803 -1.699737 -3.944746 0.02 0.03 0.02 -0.101
H -3.403869 -4.989610 -2.110593 -0.01 0.00 -0.01 0.085
H -3.562290 -5.447721 -3.823792 0.00 0.04 -0.02 0.080
H -1.995159 -5.586900 -3.008168 0.01 0.02 0.03 0.087
H -1.538055 -4.434554 -4.956944 0.03 0.05 -0.07 0.121
H -0.930921 -2.887907 -4.307834 0.01 -0.08 0.16 0.092
H -1.974841 -2.470682 -6.447126 -0.02 -0.02 -0.01 0.126
H -2.865532 -1.706200 -5.131849 0.02 0.01 -0.01 0.108
H -4.284619 -3.754114 -5.209343 -0.01 0.00 -0.01 0.079
H -5.497334 -3.363360 -7.195356 0.01 0.00 0.00 0.114
H -4.163220 -2.379394 -7.784907 0.00 -0.01 0.01 0.116
H -5.964503 -0.974926 -7.094708 -0.01 0.02 0.01 0.117
H -4.621435 -0.694150 -5.982940 0.01 -0.01 -0.02 0.110
H -4.866293 -0.969626 -3.870684 -0.03 0.03 0.01 0.091
H -5.271619 -2.675009 -3.663251 0.01 0.00 -0.02 0.071
H -6.460166 -1.429542 -3.235515 0.00 -0.01 0.00 0.081
C 1.488802 3.051762 3.303460 -0.06 -0.13 0.03 -0.116
O 2.570154 3.082718 2.398542 -0.04 0.18 0.02 -0.189
C 2.164102 3.196222 1.035741 -0.03 -0.01 -0.08 -0.210
C 2.691405 4.469811 0.418519 0.01 -0.02 0.01 -0.205
N 2.080054 5.634700 1.042791 0.04 -0.01 0.07 -0.050
C 2.623687 6.915550 0.624862 -0.01 0.03 -0.03 -0.209
C 4.093788 7.197011 0.921869 0.00 -0.02 0.02 -0.227
O 4.389826 7.304057 2.305762 -0.04 -0.01 0.00 -0.186
C 4.721066 6.089241 2.948862 0.03 -0.03 -0.01 -0.108
H 1.881108 2.839302 4.295134 0.02 0.01 -0.02 0.070
H 0.937449 4.000503 3.328511 0.03 0.02 -0.03 0.086
H 0.779995 2.258097 3.041251 0.01 -0.02 0.04 0.082
H 1.073374 3.159420 0.962944 0.01 0.03 -0.04 0.125
H 2.563832 2.353436 0.475628 0.00 -0.05 0.02 0.091
H 2.453382 4.452533 -0.648110 -0.01 0.02 0.01 0.119
H 3.787106 4.454637 0.508531 0.00 -0.01 -0.01 0.110
H 2.152660 5.545602 2.048765 0.00 0.01 0.00 0.080
H 2.031926 7.705132 1.096092 0.00 0.00 -0.01 0.115
H 2.480837 7.011754 -0.457625 0.00 -0.01 0.01 0.118
H 4.346823 8.165287 0.482507 0.02 0.00 0.00 0.117
H 4.746680 6.445088 0.463872 -0.02 0.00 -0.02 0.109
H 5.259200 5.414558 2.275727 0.03 0.02 0.01 0.088
H 3.844037 5.553087 3.322224 -0.01 0.00 -0.02 0.072
H 5.366079 6.332811 3.793366 -0.01 0.00 0.00 0.083
C -0.300229 -3.156783 7.687502 -0.01 -0.07 0.01 -0.115
O -0.526282 -2.080765 8.573533 0.02 0.06 -0.02 -0.200
C 0.487770 -1.884793 9.550127 0.04 -0.03 -0.02 -0.219
C 1.189154 -0.560802 9.331185 -0.02 0.00 0.04 -0.224
N 1.965199 -0.585717 8.105257 -0.05 0.00 -0.04 -0.051
C 2.533536 0.692410 7.700656 0.02 0.02 0.01 -0.198
C 1.560527 1.816417 7.355252 -0.04 -0.05 0.01 -0.221
O 0.786821 1.564192 6.197743 0.08 0.00 0.01 -0.193
C -0.397425 0.819107 6.387007 -0.05 0.02 -0.04 -0.093
H -1.189987 -3.252884 7.068074 0.01 0.00 -0.01 0.089
H 0.566957 -2.990329 7.038712 0.01 0.02 0.02 0.084
H -0.141138 -4.094827 8.230506 -0.03 0.00 0.00 0.086
H 1.212815 -2.704279 9.514237 0.01 0.03 0.01 0.121
H 0.012849 -1.884752 10.535138 -0.01 -0.02 0.00 0.119
H 1.865331 -0.375553 10.173130 0.00 0.00 -0.01 0.123
H 0.421859 0.226830 9.355259 0.00 0.00 -0.01 0.106
H 1.394869 -0.950300 7.353580 0.01 0.00 0.00 0.076
H 3.163311 0.516716 6.825782 0.00 0.00 0.01 0.121
H 3.191494 1.046919 8.502439 -0.01 -0.01 0.00 0.117
H 2.146662 2.712828 7.138107 -0.02 0.01 -0.01 0.120
H 0.897709 2.053031 8.197510 0.01 -0.02 0.01 0.110
H -0.856760 1.032312 7.358146 -0.01 0.01 -0.01 0.091
H -0.236167 -0.260177 6.313931 0.00 0.00 0.03 0.078
H -1.087759 1.106352 5.594799 0.00 0.02 0.02 0.074
C -7.308396 0.506701 0.937992 -0.06 0.03 -0.05 -0.120
O -6.047647 1.102174 1.141736 0.04 -0.04 0.08 -0.194
C -6.065602 2.277001 1.941409 -0.06 0.02 0.02 -0.217
C -5.299425 2.057069 3.227955 0.03 0.03 -0.02 -0.218
N -5.972075 1.077137 4.063655 -0.01 -0.06 -0.05 -0.053
C -5.254665 0.697488 5.271796 -0.01 0.01 0.03 -0.202
C -3.898081 0.019339 5.109383 0.03 -0.03 0.00 -0.234
O -3.963445 -1.266132 4.521909 -0.07 0.02 0.00 -0.180
C -3.883201 -1.295000 3.107768 0.06 0.02 -0.03 -0.092
H -7.166524 -0.306895 0.228839 0.00 -0.01 0.01 0.086
H -7.735989 0.103455 1.863702 0.03 0.02 0.02 0.082
H -8.026512 1.219734 0.517578 0.02 -0.01 -0.03 0.086
H -7.098600 2.563015 2.165360 0.02 0.02 0.03 0.120
H -5.596191 3.084501 1.373568 -0.01 -0.01 -0.03 0.123
H -5.244921 3.008055 3.768711 0.00 -0.02 0.02 0.124
H -4.270463 1.777047 2.962370 0.00 0.00 -0.02 0.110
H -6.162557 0.250527 3.510860 0.02 -0.01 0.02 0.080
H -5.897287 0.025705 5.846145 0.00 0.01 0.00 0.118
H -5.108030 1.596908 5.881225 -0.01 0.00 -0.01 0.117
H -3.475632 -0.124335 6.108062 0.02 0.00 0.00 0.117
H -3.199215 0.647846 4.543902 -0.03 0.02 0.00 0.098
H -3.222102 -0.509272 2.729210 0.03 -0.03 0.00 0.088
H -4.859018 -1.176488 2.627749 0.00 0.01 0.01 0.073
H -3.470816 -2.261831 2.823412 -0.01 0.00 0.00 0.089
C 7.066385 -4.240501 -7.471232 0.06 -0.01 -0.01 -0.136
O 5.919132 -4.351657 -6.665645 -0.04 0.01 0.00 -0.198
C 5.997445 -3.642497 -5.427843 0.06 0.05 0.00 -0.215
C 5.033812 -2.479001 -5.393477 0.00 0.00 0.06 -0.215
N 5.413688 -1.460874 -6.357743 0.02 -0.09 -0.09 -0.050
C 4.489196 -0.330095 -6.424528 0.05 0.11 0.10 -0.204
C 3.068976 -0.608265 -6.884539 -0.04 0.03 0.06 -0.215
O 2.962137 -0.997601 -8.256051 0.04 -0.02 -0.01 -0.188
C 3.063253 -2.380950 -8.491893 -0.03 -0.02 0.02 -0.126
H 6.926731 -4.901885 -8.325956 0.00 0.01 0.00 0.083
H 7.227676 -3.219018 -7.834646 -0.02 0.01 0.02 0.080
H 7.970050 -4.549497 -6.931643 -0.01 -0.03 0.00 0.083
H 7.020242 -3.281153 -5.277182 -0.02 0.01 0.03 0.117
H 5.754199 -4.344331 -4.625992 0.00 -0.02 -0.02 0.119
H 5.055141 -2.037841 -4.392228 -0.02 0.03 -0.02 0.131
H 4.015953 -2.867933 -5.539135 0.01 -0.03 -0.01 0.110
H 5.502369 -1.885717 -7.272530 -0.07 0.00 -0.01 0.072
H 4.922841 0.420977 -7.090896 0.01 -0.02 -0.01 0.116
H 4.407944 0.113416 -5.428951 0.01 0.00 -0.03 0.086
H 2.502971 0.316941 -6.772753 -0.02 -0.01 -0.04 0.119
H 2.577564 -1.354082 -6.250800 0.02 0.01 0.02 0.106
H 2.629409 -2.961339 -7.669971 -0.03 0.01 -0.02 0.086
H 4.097365 -2.719585 -8.624822 0.01 0.02 0.01 0.070
H 2.511099 -2.605503 -9.406337 0.01 0.00 -0.01 0.080
```
Forces are in eV/Å.